This record from OMol25 describes a molecular structure, C7H6O6SZn in a non-equilibrium geometry. The level of theory is wB97M-V/def2-TZVPD.

Each line ends with the Löwdin charge.
Geometry (Å):
O -0.1296 3.5100 -2.7769  0.212
C -0.1318 2.4237 -2.4291  0.118
Zn -0.1154 0.2500 -1.6581  0.267
O -0.1307 -1.4335 -4.4886  0.233
C -0.1304 -0.8311 -3.5059  0.064
C -0.1429 -2.2797 -0.7554  0.040
O -0.1309 -3.3247 -0.3233  0.176
C -2.2812 -0.1107 -1.4762  0.067
O -3.3985 -0.3147 -1.3920  0.228
C 2.0059 -0.1101 -1.4652  0.053
O 3.1395 -0.3110 -1.3839  0.220
C -0.1890 1.5269 2.5778  -0.194
S 0.7994 0.5313 1.4672  0.932
C 0.5651 -1.1077 2.1960  -0.215
O -0.1319 0.6680 0.2507  -0.676
H 0.2661 1.5070 3.5635  0.080
H -1.1874 1.0525 2.4984  0.086
H -0.2052 2.5246 2.1115  0.080
H -0.5065 -1.3449 2.0140  0.082
H 1.2359 -1.8307 1.7099  0.060
H 0.7995 -0.9951 3.2656  0.087

## Properties
Total charge   +2
HOMO-LUMO gap   9.39 eV
Energy   -2898.63624 a.u.
Strongest force on any atom   0.1132 Eh/bohr
LUMO energy   -8.22 eV
M   283.576 Da
HOMO energy   -17.6 eV
Multiplicity   1
Energy above the lowest of the compared OMol25 structures with the same formula, charge and spin   0.00 kJ/mol